No. 1
Formula: C4H7NS
Source: the OMol25 dataset
Level of theory: ωB97M-V/def2-TZVPD

- multiplicity = 1
- Kohn-Sham gap (eV) = 9.205
- relative energy (zero: lowest compared OMol25 entry of this formula, charge and spin) (eV) = 1.330
- HOMO (eV) = -8.350

Structure (XYZ):
```
13
C4H7NS (ωB97M-V/def2-TZVPD)
S 2.51 0.52 -2.37
C 1.43 0.39 -1.16
N 0.32 -0.35 -1.13
C -0.68 -0.50 -0.11
C -0.26 -0.52 1.30
C -1.02 0.67 0.77
H 1.67 0.91 -0.23
H 0.11 -0.80 -2.03
H -1.51 -1.14 -0.40
H -0.87 -1.12 1.98
H 0.78 -0.44 1.60
H -0.46 1.58 0.61
H -2.02 0.81 1.17
```

---

No. 2
Formula: C4H7NS
Source: the OMol25 dataset
Level of theory: ωB97M-V/def2-TZVPD

- multiplicity = 1
- Kohn-Sham gap (eV) = 9.148
- relative energy (zero: lowest compared OMol25 entry of this formula, charge and spin) (eV) = 4.784
- HOMO (eV) = -8.265

Structure (XYZ):
```
13
C4H7NS (ωB97M-V/def2-TZVPD)
C -1.41 0.36 1.23
C -0.35 0.98 1.21
S 0.96 1.93 1.18
C 1.24 1.86 -0.63
H -2.40 0.28 1.49
H 0.51 2.53 -0.99
H 1.16 0.82 -0.99
H 2.16 2.33 -0.89
C -0.80 -2.34 -0.31
N 0.21 -1.65 -0.39
H -0.84 -3.32 -0.72
H -1.40 -1.80 0.56
H 0.95 -1.98 -0.77
```

---

No. 3
Formula: C4H7NS2
Source: the OMol25 dataset
Level of theory: ωB97M-V/def2-TZVPD

- multiplicity = 1
- Kohn-Sham gap (eV) = 9.504
- relative energy (zero: lowest compared OMol25 entry of this formula, charge and spin) (eV) = 1.931
- HOMO (eV) = -8.733

Structure (XYZ):
```
14
C4H7NS2 (ωB97M-V/def2-TZVPD)
S -0.70 1.47 -2.26
C 0.37 0.53 -1.13
S 1.89 -0.11 -1.87
C -0.57 -0.85 -0.36
C -0.33 -0.61 1.05
C 0.20 0.78 1.08
N 0.63 1.27 0.00
H -0.23 2.74 -1.82
H 2.60 -0.07 -0.67
H -0.42 -1.74 -0.83
H -1.50 -0.38 -0.69
H 0.21 -1.38 1.66
H -1.28 -0.65 1.53
H 0.37 1.11 2.13
```

---

No. 4
Formula: C4H7NSi
Source: the OMol25 dataset
Level of theory: ωB97M-V/def2-TZVPD

- multiplicity = 1
- Kohn-Sham gap (eV) = 8.815
- relative energy (zero: lowest compared OMol25 entry of this formula, charge and spin) (eV) = 1.392
- HOMO (eV) = -7.996

Structure (XYZ):
```
13
C4H7NSi (ωB97M-V/def2-TZVPD)
C -2.04 0.56 0.24
C -1.09 1.25 1.00
C -0.44 0.04 0.52
C -1.64 -0.86 0.50
N 0.69 -0.23 -0.20
Si 2.29 0.50 -0.45
H -2.72 0.92 -0.52
H -1.95 -1.23 1.47
H -1.74 -1.61 -0.28
H 0.60 -1.14 -0.64
H 3.06 0.44 0.78
H 2.18 1.83 -1.02
H 2.80 -0.47 -1.43
```

---

No. 5
Formula: C4H7NaO2
Source: the OMol25 dataset
Level of theory: ωB97M-V/def2-TZVPD

- multiplicity = 1
- Kohn-Sham gap (eV) = 6.211
- relative energy (zero: lowest compared OMol25 entry of this formula, charge and spin) (eV) = 2.734
- HOMO (eV) = -6.648

Structure (XYZ):
```
14
C4H7NaO2 (ωB97M-V/def2-TZVPD)
O 2.52 0.47 1.73
C 1.79 1.30 1.11
C 0.79 1.01 0.16
H 0.00 1.76 0.31
H 1.77 2.34 1.49
H 1.12 0.10 -0.38
Na 1.27 -1.32 2.06
C -1.20 -1.54 -0.82
C -1.29 -0.04 -0.93
O -0.73 -2.09 0.21
H -1.01 -2.03 -1.80
H -1.64 0.36 0.03
H -0.96 0.27 -1.93
H -2.42 -0.60 -1.23
```

---

No. 6
Formula: C4H7O2
Source: the OMol25 dataset
Level of theory: ωB97M-V/def2-TZVPD

- net charge = -1
- multiplicity = 1
- Kohn-Sham gap (eV) = 7.814
- relative energy (zero: lowest compared OMol25 entry of this formula, charge and spin) (eV) = 1.497
- HOMO (eV) = -3.787

Structure (XYZ):
```
13
C4H7O2 (ωB97M-V/def2-TZVPD)
C -1.62 0.00 0.74
C -0.32 -0.65 0.25
C 0.62 0.53 -0.17
C 1.67 0.04 -1.16
O 2.27 1.00 -1.64
O 1.95 -1.31 -1.34
H -1.60 0.95 0.27
H -1.29 0.07 1.79
H -2.61 -0.54 0.70
H -0.30 -1.15 -0.73
H 0.02 -1.22 1.12
H 1.07 0.89 0.84
H 0.15 1.37 -0.68
```

---

No. 7
Formula: C4H7O2
Source: the OMol25 dataset
Level of theory: ωB97M-V/def2-TZVPD

- net charge = -2
- multiplicity = 2
- Kohn-Sham gap (alpha / beta) (eV) = 2.652 / 8.377
- <S²> = 0.751
- HOMO (alpha / beta) (eV) = 4.139 / -1.657

Structure (XYZ):
```
13
C4H7O2 (ωB97M-V/def2-TZVPD)
O -1.09 2.62 -0.53
C -0.61 3.00 0.56
O 0.03 2.35 1.42
H -0.76 4.12 0.69
C 0.30 -0.26 0.11
C 0.26 -1.49 -0.75
C 0.22 -2.76 -0.33
H -0.58 0.36 -0.02
H 0.41 -0.56 1.14
H 1.12 0.45 -0.11
H 0.33 -1.29 -1.84
H 0.21 -3.57 -1.05
H 0.15 -2.97 0.73
```

---

No. 8
Formula: C4H7O2
Source: the OMol25 dataset
Level of theory: ωB97M-V/def2-TZVPD

- net charge = +1
- multiplicity = 1
- Kohn-Sham gap (eV) = 9.576
- relative energy (zero: lowest compared OMol25 entry of this formula, charge and spin) (eV) = 1.923
- HOMO (eV) = -16.232

Structure (XYZ):
```
13
C4H7O2 (ωB97M-V/def2-TZVPD)
C -2.29 -0.56 0.03
C -0.35 0.69 0.00
C 1.52 0.52 -0.36
C 2.28 -0.39 0.33
O -0.58 1.77 0.35
O -0.86 -0.42 -0.23
H -2.56 -1.52 -0.40
H -2.47 -0.56 1.11
H -2.84 0.25 -0.45
H 1.79 1.56 -0.24
H 1.21 0.22 -1.36
H 2.17 -1.46 0.14
H 2.98 -0.10 1.09
```

---

No. 9
Formula: C4H7O2P
Source: the OMol25 dataset
Level of theory: ωB97M-V/def2-TZVPD

- multiplicity = 1
- Kohn-Sham gap (eV) = 8.623
- relative energy (zero: lowest compared OMol25 entry of this formula, charge and spin) (eV) = 4.032
- HOMO (eV) = -8.485

Structure (XYZ):
```
14
C4H7O2P (ωB97M-V/def2-TZVPD)
C 0.88 -0.48 -0.52
C 1.13 0.46 0.57
C -0.48 -1.14 -0.36
C -0.66 1.57 1.16
O -1.61 0.46 -2.13
O -1.64 1.20 0.63
P -2.08 -0.34 -1.01
H 0.93 0.04 -1.44
H 1.76 -1.27 -0.34
H 1.31 -0.08 1.51
H 2.02 0.99 0.26
H -0.53 -2.00 -0.99
H -0.58 -1.46 0.60
H -0.45 2.06 2.07
```

---

No. 10
Formula: C4H7O3
Source: the OMol25 dataset
Level of theory: ωB97M-V/def2-TZVPD

- net charge = -1
- multiplicity = 1
- Kohn-Sham gap (eV) = 8.286
- relative energy (zero: lowest compared OMol25 entry of this formula, charge and spin) (eV) = 0.182
- HOMO (eV) = -4.263

Structure (XYZ):
```
14
C4H7O3 (ωB97M-V/def2-TZVPD)
C -0.29 -1.28 -1.31
C 0.32 -0.49 -0.16
O 1.54 0.13 -0.63
C -0.58 0.61 0.36
C -0.02 1.20 1.68
O 0.76 2.18 1.52
O -0.38 0.62 2.72
H -1.24 -0.85 -1.63
H -0.50 -2.31 -1.05
H 0.38 -1.25 -2.17
H 0.62 -1.14 0.67
H 1.63 0.94 -0.10
H -1.61 0.27 0.53
H -0.64 1.37 -0.43
```

---

No. 11
Formula: C4H7O3Yb
Source: the OMol25 dataset
Level of theory: ωB97M-V/def2-TZVPD

- net charge = +1
- multiplicity = 1
- Kohn-Sham gap (eV) = 7.020
- relative energy (zero: lowest compared OMol25 entry of this formula, charge and spin) (eV) = 0.304
- HOMO (eV) = -11.080

Structure (XYZ):
```
15
C4H7O3Yb (ωB97M-V/def2-TZVPD)
O 3.29 0.64 0.02
C 4.11 -0.25 0.04
H 5.19 -0.01 0.03
H 3.81 -1.31 0.11
O -0.86 1.79 0.03
C -2.14 1.37 -0.03
C -2.51 -0.07 -0.04
O -1.88 -1.11 0.28
C -0.41 -1.24 0.02
Yb 0.92 0.74 0.09
H -2.70 1.73 -0.92
H -2.78 1.74 0.81
H -3.58 -0.25 -0.21
H -0.33 -1.75 -0.96
H -0.14 -2.02 0.74
```

---

No. 12
Formula: C4H7O4
Source: the OMol25 dataset
Level of theory: ωB97M-V/def2-TZVPD

- net charge = -1
- multiplicity = 1
- Kohn-Sham gap (eV) = 8.384
- relative energy (zero: lowest compared OMol25 entry of this formula, charge and spin) (eV) = 2.018
- HOMO (eV) = -4.565

Structure (XYZ):
```
15
C4H7O4 (ωB97M-V/def2-TZVPD)
O 1.74 -0.86 -1.95
C 0.97 -0.26 -1.29
O 0.56 0.96 -1.45
C 0.06 -0.88 -0.10
C 0.65 -0.44 1.23
C 0.00 0.80 1.78
O 0.27 1.10 2.98
H 0.11 -1.94 0.07
H -1.01 -0.70 -0.31
H 0.61 -1.17 2.12
H 1.68 -0.34 1.05
H -0.66 1.43 1.36
H -1.07 0.29 -2.13
H -1.96 1.42 -1.38
O -1.95 0.60 -1.96
```

---

Per-record calculated total energy, eV: -16585.602, -16582.148, -27419.915, -13624.951, -12768.921, -8356.579, -8352.929, -8346.342, -17641.534, -10405.689, -41923.922, -12451.821